# 1
97
Properties=species:S:1:pos:R:3:forces:R:3:lowdin_spin:R:1 method="wB97M-V/def2-TZVPD" total_charge=+1 de_lowest_kj_mol=0.0 spin_multiplicity=5 gap_ev="7.511 / 7.635" e_homo_ev="-10.5 / -10.6" max_force_ev_per_a=2.863 total_energy_ha=-3530.092870
Mn 0.0376 1.1456 -0.3594 0.1395 0.1932 0.8438 4.20
C -1.6376 1.3725 0.8532 0.1664 0.5511 -0.2167 -0.17
Si -2.1125 -0.2338 1.5825 0.1552 -0.3256 0.1917 -0.02
C -0.4565 -0.9799 2.0828 0.4214 -0.5222 -0.1624 0.00
N 0.6911 -0.8802 1.0990 -0.5915 -0.1677 0.0386 0.01
C 0.7180 -2.0947 0.1957 0.0047 0.0974 0.3952 0.00
C 1.9449 -2.9820 0.3664 0.0801 -0.0493 0.1287 0.00
C 2.1830 -3.3528 1.8291 -0.0297 0.0885 0.0120 0.00
C 2.2109 -2.0818 2.7132 -0.0718 -0.1015 -0.1267 0.00
C 1.9549 -0.8285 1.8822 -0.0834 -0.0021 -0.0353 0.00
C -3.0908 0.1038 3.1268 -0.1668 -0.0989 0.3929 -0.01
C -4.3457 -0.4741 3.3464 -0.0322 0.0401 0.1342 0.00
C -5.0676 -0.2002 4.5065 0.0795 0.0062 -0.0913 0.00
C -4.5445 0.6562 5.4657 0.0132 -0.0040 -0.0174 0.00
C -3.2966 1.2391 5.2680 0.0187 -0.0319 -0.0846 0.00
C -2.5817 0.9637 4.1092 -0.0337 0.0048 0.0768 0.00
C -3.1286 -1.3654 0.5191 -0.4812 -0.1534 -0.0437 0.00
C -4.1379 -0.8254 -0.2908 -0.4093 -0.1047 0.2825 0.00
C -4.9911 -1.6446 -1.0220 -0.0922 0.0571 0.3324 0.00
C -4.8454 -3.0261 -0.9584 -0.1417 0.0109 0.2603 0.00
C -3.8550 -3.5832 -0.1566 -0.0718 0.0767 0.0581 0.00
C -3.0082 -2.7569 0.5794 -0.0940 0.0006 -0.0754 0.00
H -1.2991 1.9839 1.6982 -0.0559 0.0294 0.0174 0.01
H -2.4920 1.9036 0.4255 0.1564 0.0211 -0.0846 0.00
H -0.5541 -2.0257 2.4066 -0.0326 0.1204 0.1240 0.00
H -0.1922 -0.4168 2.9850 0.1150 0.0168 -0.0603 0.00
H 0.6598 -1.8011 -0.8419 -0.1056 0.2704 -0.3811 0.00
H -0.1663 -2.6930 0.3994 -0.1813 -0.0306 0.0424 0.00
H 2.8276 -2.4825 -0.0412 -0.0081 -0.0254 -0.0060 0.00
H 1.7932 -3.8800 -0.2360 0.0090 0.0091 -0.0158 0.00
H 3.1194 -3.9057 1.9180 -0.0472 0.0007 0.0219 0.00
H 1.3910 -4.0300 2.1629 0.0222 0.0567 -0.0180 0.00
H 3.1736 -1.9736 3.2146 0.0221 0.0238 -0.0267 0.00
H 1.4619 -2.1514 3.5004 0.0227 -0.0199 0.0704 0.00
H 2.7842 -0.6762 1.1934 -0.0049 -0.0398 0.0299 0.00
H 1.9116 0.0515 2.5225 -0.0076 -0.0098 0.0279 0.00
H -4.7697 -1.1475 2.6058 0.0467 0.0768 0.0812 0.00
H -6.0392 -0.6563 4.6591 0.0587 0.0266 -0.0149 0.00
H -5.1076 0.8719 6.3682 0.0609 -0.0247 -0.0929 0.00
H -2.8856 1.9089 6.0151 -0.0236 -0.0441 -0.0467 0.00
H -1.6070 1.4332 3.9718 -0.1409 -0.0495 0.0258 0.00
H -4.2654 0.2565 -0.3520 0.0386 -0.1957 -0.0015 0.00
H -5.7670 -1.2068 -1.6417 0.0868 -0.0344 0.0390 0.00
H -5.5086 -3.6695 -1.5278 0.0640 0.0570 0.0442 0.00
H -3.7514 -4.6606 -0.0920 0.0022 0.0516 -0.0098 0.00
H -2.2579 -3.2142 1.2206 -0.0775 0.0430 -0.0637 0.00
C -3.2800 -1.8208 -4.3107 -0.0313 0.0203 0.0240 0.00
C -3.1787 -0.5604 -4.8970 0.0175 0.1319 0.0417 0.00
C -2.5997 0.4931 -4.2036 0.0010 0.2088 -0.3419 0.00
C -2.1085 0.2772 -2.9243 0.4159 0.2280 0.3555 0.01
C -2.2339 -0.9564 -2.3374 0.5015 -0.4496 -0.1900 0.00
C -2.8150 -2.0162 -3.0213 0.2364 -0.1717 -0.2560 0.00
N -1.4213 1.2916 -2.1227 -0.4463 -2.7821 -0.5076 0.04
N -1.5756 2.4124 -2.5440 0.1153 2.6692 0.0055 0.00
C -1.0256 3.4446 -1.6971 -0.3377 -0.1573 -0.7721 -0.01
C -1.3011 4.7311 -2.1358 -0.1392 0.2814 -0.2400 -0.01
C -0.9907 5.8063 -1.3260 0.0177 0.0329 0.0307 0.01
C -0.4443 5.5585 -0.0718 0.0140 0.0870 0.0404 -0.01
C -0.1632 4.2599 0.3409 0.0888 0.0042 -0.0578 -0.01
C -0.4002 3.1709 -0.4913 -0.0241 -0.2830 0.0004 -0.13
H -3.7340 -2.6409 -4.8563 0.0450 0.0755 0.0220 0.00
H -3.5513 -0.3993 -5.9024 0.0381 0.0052 0.0799 0.00
H -2.5081 1.4742 -4.6502 -0.0185 -0.0282 -0.0270 0.00
H -1.9103 -1.0824 -1.3208 0.3719 -0.1118 -0.0959 0.00
H -2.9169 -2.9812 -2.5369 0.1669 0.2085 -0.1854 0.00
H -1.7844 4.8639 -3.1015 0.0727 -0.0229 0.1709 0.00
H -1.2040 6.8187 -1.6475 0.0223 -0.0726 0.0401 0.00
H -0.2467 6.3867 0.6012 -0.0094 -0.0693 -0.0444 0.00
H 0.2158 4.1265 1.3468 0.0409 -0.0120 -0.0359 0.00
O 5.6230 -1.7979 -3.6086 -0.1190 -0.1363 -0.0150 0.00
C 4.3453 -2.4196 -3.5962 0.1927 0.2925 0.0405 0.00
C 3.3750 -1.4000 -3.0830 0.2203 -0.0392 0.1242 0.00
C 2.1663 -1.1644 -3.6931 -0.3461 -0.0279 -0.2435 0.00
C 1.2921 -0.2583 -3.1172 -0.1732 0.1658 0.1659 0.01
N 1.5544 0.4122 -1.9909 0.1129 0.0377 -0.0275 0.02
C 2.7845 0.2611 -1.4691 -0.0164 0.5030 0.5256 0.01
C 3.6936 -0.6400 -1.9631 0.3584 -0.2883 -0.1542 0.00
C 3.1476 1.1422 -0.3061 -0.0004 -0.2856 -0.7592 0.01
C 4.4636 1.4035 0.0111 0.4767 0.0702 0.0780 0.00
C 4.7657 2.1971 1.1173 0.2767 -0.3048 -0.2688 0.00
C 6.1999 2.4114 1.5369 -0.0321 -0.2146 0.0054 0.00
O 6.7201 1.2432 2.1629 -0.0519 0.1581 -0.1484 0.00
C 3.7122 2.7016 1.8449 -0.2550 0.2549 0.2778 0.00
C 2.4228 2.4180 1.4333 -0.2201 0.0753 0.1188 0.01
N 2.1380 1.6645 0.3790 -0.2228 0.2108 0.0407 0.04
H 6.2821 -2.4357 -3.8961 0.0513 -0.0415 -0.0140 0.00
H 4.3303 -3.2769 -2.9228 0.0287 -0.1923 0.1151 0.00
H 4.0365 -2.7635 -4.5823 0.0322 0.0119 -0.1613 0.00
H 1.8806 -1.6768 -4.6077 0.0421 0.0856 0.1402 0.00
H 0.3478 -0.0532 -3.5953 -0.2221 -0.0487 0.0743 0.00
H 4.6589 -0.7694 -1.4917 -0.0519 -0.0070 -0.0445 0.00
H 5.2681 1.0097 -0.6013 -0.0810 0.0381 0.1121 0.00
H 6.2824 3.2893 2.1781 -0.0035 0.0386 0.0869 0.00
H 6.8167 2.5780 0.6594 0.0991 0.0276 -0.0942 0.00
H 6.3190 1.1478 3.0319 -0.0088 0.0010 0.0589 0.00
H 3.8726 3.3299 2.7162 -0.0081 -0.0921 -0.0929 0.00
H 1.5788 2.7986 1.9906 -0.0373 0.0198 0.0062 0.00

=====

# 2
100
Properties=species:S:1:pos:R:3:forces:R:3:lowdin_spin:R:1 method="wB97M-V/def2-TZVPD" total_charge=-1 de_lowest_kj_mol=0.0 spin_multiplicity=5 gap_ev="7.488 / 6.744" e_homo_ev="-5.2 / -5.3" max_force_ev_per_a=0.485 total_energy_ha=-6967.751003
Co -0.2498 -0.3701 -0.5794 -0.1238 0.4318 0.1823 2.71
C -4.0846 1.6518 -1.6997 0.0378 0.0092 0.0348 0.00
C -3.1524 0.6994 -2.4561 0.0129 -0.0553 0.0263 0.01
C -3.9723 -0.3430 -3.2188 0.0319 0.0326 0.0492 0.00
C -2.1924 1.4830 -3.3310 -0.1057 -0.0427 -0.0372 0.00
C -2.5419 1.7752 -4.6423 0.0547 -0.0468 -0.0405 0.00
C -1.7157 2.5449 -5.4444 0.0072 -0.0187 0.0464 0.00
C -0.5363 3.0306 -4.9141 -0.0113 -0.0297 -0.0132 0.00
C -0.1446 2.7631 -3.6020 0.0209 0.0426 -0.0245 0.00
C 1.2144 3.3403 -3.2129 0.0024 -0.0038 0.0004 0.00
C 2.3279 2.3743 -3.6222 0.0155 0.0069 0.0119 0.00
C 1.4261 3.7958 -1.7719 -0.0122 0.0095 -0.0023 0.00
C -0.9805 1.9689 -2.8051 0.0016 0.0118 0.0380 0.00
N -0.6701 1.6418 -1.4568 -0.0825 -0.1172 0.1648 0.05
C -1.0639 2.5600 -0.5796 0.0545 -0.0530 0.0923 0.00
O -1.5536 3.6799 -0.7814 -0.0034 0.0590 -0.0117 0.01
C -0.8771 2.1333 0.8575 0.0552 0.0365 -0.0721 0.01
C -0.9767 3.0362 1.9021 0.0326 -0.0196 0.0339 0.00
C -0.7970 2.5680 3.1961 -0.0449 -0.0448 -0.0585 0.00
C -0.5682 1.2155 3.4069 -0.0027 0.0365 -0.0328 0.00
C -0.4996 0.3793 2.3055 0.0583 -0.0771 0.0256 0.00
N -0.6350 0.8439 1.0684 0.0912 0.0739 0.0892 0.03
C -0.3731 -1.1191 2.4576 -0.0541 0.0021 -0.0093 0.00
O -0.3857 -1.5670 3.6160 0.1242 0.0001 -0.0267 0.00
N -0.3549 -1.7754 1.3023 -0.1056 0.1941 -0.0728 0.04
C -0.6626 -3.1550 1.4647 0.0369 0.1009 0.0777 0.00
C 0.3304 -4.1454 1.4303 0.0502 -0.0756 -0.0443 0.00
C -0.0148 -5.4757 1.6484 -0.0294 -0.0113 -0.0653 0.00
C -1.3231 -5.8546 1.8898 0.0300 0.0533 -0.0408 0.00
C -2.2986 -4.8754 1.9004 0.0137 -0.0142 -0.0279 0.00
C -1.9990 -3.5312 1.6912 -0.1147 -0.0164 0.0798 0.00
C -3.2047 -2.5951 1.7755 -0.0253 -0.0401 0.0120 0.00
C -3.2276 -1.3390 0.8988 0.0117 0.0000 0.0057 0.00
C -3.4990 -2.2317 3.2360 0.0079 0.0532 -0.0103 0.00
C 1.7818 -3.8600 1.0952 0.0375 0.0108 0.1015 0.00
C 1.9110 -3.5535 -0.3943 -0.0902 -0.0353 0.0218 0.00
C 2.4406 -2.7784 1.9515 0.0456 0.0502 -0.0288 0.00
H -4.6957 1.1001 -0.9813 -0.0250 -0.0244 0.0095 0.00
H -3.5227 2.4205 -1.1695 -0.0620 -0.0143 -0.0249 0.00
H -4.7545 2.1529 -2.4042 -0.0049 0.0181 -0.0117 0.00
H -2.5566 0.1672 -1.7106 -0.0186 0.0034 -0.0798 0.01
H -4.7793 0.1237 -3.7892 -0.0116 0.0065 -0.0232 0.00
H -3.3575 -0.9165 -3.9128 0.0666 -0.0597 -0.0136 0.00
H -4.4312 -1.0405 -2.5152 -0.0135 -0.0013 0.0178 0.00
H -3.4741 1.3971 -5.0424 -0.0191 -0.0074 -0.0130 0.00
H -1.9929 2.7711 -6.4667 -0.0065 0.0030 -0.0114 0.00
H 0.1123 3.6450 -5.5305 0.0089 0.0119 -0.0085 0.00
H 1.3192 4.2351 -3.8368 0.0235 -0.0070 0.0086 0.00
H 2.2402 1.4500 -3.0543 0.0102 -0.1069 0.0602 0.00
H 2.2705 2.1237 -4.6832 -0.0076 -0.0083 -0.0260 0.00
H 3.3108 2.8088 -3.4202 0.0139 0.0011 0.0019 0.00
H 1.4881 2.9470 -1.0918 0.0424 -0.0077 0.0075 0.00
H 2.3690 4.3459 -1.7098 0.0164 0.0189 -0.0018 0.00
H 0.6178 4.4410 -1.4326 0.0022 -0.0006 -0.0025 0.00
H -1.1915 4.0675 1.6635 -0.0069 0.0149 0.0199 0.00
H -0.8585 3.2487 4.0365 0.0094 0.0079 0.0050 0.00
H -0.4549 0.7740 4.3858 0.0055 0.0036 0.0259 0.00
H 0.7666 -6.2273 1.6153 0.0165 -0.0088 0.0111 0.00
H -1.5797 -6.8946 2.0487 0.0014 -0.0073 0.0186 0.00
H -3.3334 -5.1523 2.0739 -0.0163 -0.0045 -0.0040 0.00
H -4.0429 -3.2113 1.4313 0.0208 -0.0118 -0.0140 0.00
H -2.7771 -0.4832 1.4004 -0.0174 -0.0383 -0.0550 0.00
H -2.7154 -1.4927 -0.0502 0.0077 -0.0413 -0.0512 0.00
H -4.2667 -1.0766 0.6812 -0.0126 0.0161 0.0203 0.00
H -2.6558 -1.6937 3.6714 -0.0740 -0.0397 0.0138 0.00
H -4.3926 -1.6049 3.2947 -0.0362 0.0149 0.0010 0.00
H -3.6682 -3.1293 3.8332 0.0123 -0.0169 0.0238 0.00
H 2.3196 -4.7942 1.2914 0.0210 0.0141 0.0085 0.00
H 1.2569 -2.7185 -0.6399 -0.0006 -0.0774 -0.0326 0.00
H 2.9388 -3.2902 -0.6609 0.0128 -0.0208 0.0299 0.00
H 1.5997 -4.4086 -0.9980 -0.0189 -0.0210 -0.0087 0.00
H 2.0267 -1.7947 1.7365 0.0416 -0.0494 -0.0159 0.00
H 2.2932 -2.9729 3.0138 -0.0120 0.0005 0.0260 0.00
H 3.5143 -2.7493 1.7442 0.0380 -0.0173 0.0161 0.00
C 4.0737 -1.8228 -3.5680 0.0092 0.0060 0.0204 0.00
C 3.7670 -1.0212 -2.3360 0.0072 0.0492 -0.0170 0.00
C 4.7328 -0.3403 -1.6130 -0.0081 0.0140 -0.0093 0.00
C 4.3651 0.3761 -0.4881 -0.0155 -0.0098 0.0016 0.00
C 3.0272 0.3894 -0.1280 0.0380 0.0288 -0.0903 0.00
Br 2.5729 1.3535 1.4348 -0.0245 0.0031 -0.0281 0.00
N 2.0743 -0.2316 -0.8074 0.0829 -0.1227 0.1839 0.02
C 2.4612 -0.9310 -1.8806 -0.0522 0.1201 -0.0827 0.00
H 5.1446 -1.8409 -3.7677 0.0099 -0.0042 -0.0039 0.00
H 3.5654 -1.4011 -4.4363 -0.0140 0.0028 -0.0091 0.00
H 3.7272 -2.8511 -3.4559 -0.0079 -0.0189 0.0006 0.00
H 5.7714 -0.3685 -1.9219 0.0060 -0.0014 0.0001 0.00
H 5.0873 0.9134 0.1077 0.0034 -0.0013 0.0024 0.00
H 1.6599 -1.4362 -2.4023 0.0755 0.0515 0.0223 0.00
Cl 0.5709 -0.4837 -4.6451 -0.0390 0.0826 0.0181 0.03
C -0.4139 -1.8793 -4.3797 0.0010 -0.0018 -0.1903 0.13
C -0.7796 -2.6170 -5.4842 -0.0073 0.0081 0.0074 -0.02
C -1.5563 -3.7610 -5.3340 0.0388 0.0205 0.0377 0.15
C -1.9454 -4.1683 -4.0619 0.0079 0.0396 0.0070 -0.02
C -1.5900 -3.4224 -2.9603 -0.0983 -0.1452 -0.0106 0.13
Cl -2.0486 -3.9980 -1.4028 -0.0179 0.0717 -0.0772 0.03
C -0.8253 -2.2018 -3.0372 -0.0300 -0.0345 0.1109 0.06
N -0.5301 -1.4768 -1.9935 0.0241 -0.1901 -0.2547 0.56
H -0.4531 -2.2918 -6.4622 -0.0033 -0.0030 -0.0190 0.00
H -1.8411 -4.3406 -6.2014 -0.0108 -0.0038 -0.0142 0.01
H -2.5255 -5.0693 -3.9193 -0.0115 -0.0178 -0.0086 0.00